Computed, not measured: the molecule C4H6FNO, with ωB97M-V with the def2-TZVPD basis set.

SMILES: O=C(CF)[C@H]1CN1
Charge: 0
Frontier orbital gap (eV): 10.68
Max |F| (eV/A): 4.94

Positions of all 13 atoms, in Å:
O  0.44  1.68  -0.01
C  0.55  0.52  -0.22
C  1.78  -0.43  -0.16
F  2.87  0.44  0.15
C  -0.72  -0.33  -0.44
C  -1.65  -0.06  0.76
N  -1.87  0.57  -0.56
H  1.94  -1.02  -1.10
H  1.87  -1.32  0.62
H  -0.54  -1.18  -1.10
H  -1.13  0.53  1.59
H  -2.18  -0.94  1.03
H  -1.35  1.55  -0.54

***

Computed, not measured: C34H39ClN4O2P2Zr as an isolated structure, with ωB97M-V with the def2-TZVPD basis set.

Charge: +2
Frontier orbital gap (eV): 3.38
Max |F| (eV/A): 4.77

Positions of all 83 atoms, in Å:
Zr  -1.97  2.75  -0.21
C  -3.48  -1.76  1.45
C  -2.38  -1.09  1.78
C  -1.14  -0.94  0.95
C  -1.19  0.22  -0.11
C  -2.39  0.21  -1.04
C  -3.28  -0.78  -1.31
C  -3.05  -2.23  -1.05
C  -3.63  -2.72  0.28
C  -2.19  3.84  -2.04
H  -4.34  -1.78  2.14
H  -2.34  -0.51  2.71
H  -0.84  -1.85  0.43
H  -0.30  -0.70  1.63
H  -1.02  1.15  0.57
H  -0.30  0.15  -0.73
H  -2.34  1.04  -1.78
H  -4.25  -0.49  -1.72
H  -1.99  -2.49  -1.07
H  -3.51  -2.84  -1.85
H  -4.70  -2.96  0.17
H  -3.13  -3.68  0.50
H  -3.17  3.60  -2.47
H  -1.45  3.59  -2.82
H  -2.18  4.93  -1.83
P  2.42  0.49  -1.73
P  2.20  -0.67  1.87
N  2.52  -0.47  -3.17
N  3.92  1.52  -2.13
N  2.41  -2.45  1.86
N  3.10  -0.45  3.36
C  3.39  -0.72  -0.75
C  3.63  -0.29  0.71
C  1.67  -0.17  -4.25
C  1.94  -1.03  -5.29
C  3.02  -1.89  -4.87
C  3.35  -1.52  -3.57
C  3.73  2.84  -2.53
C  4.96  3.47  -2.67
C  5.97  2.50  -2.38
C  5.30  1.31  -2.08
C  1.34  -3.33  1.64
C  1.85  -4.55  1.24
C  3.28  -4.46  1.27
C  3.61  -3.16  1.63
C  3.92  -1.31  4.11
C  4.60  -0.58  5.07
C  4.18  0.79  4.93
C  3.29  0.84  3.88
H  4.38  -0.89  -1.19
H  2.83  -1.66  -0.81
H  4.57  -0.76  1.05
H  3.76  0.81  0.78
H  0.94  0.61  -4.11
H  1.43  -1.09  -6.24
H  3.49  -2.68  -5.45
H  4.07  -1.98  -2.91
H  2.72  3.21  -2.68
H  5.11  4.51  -2.94
H  7.04  2.67  -2.40
H  5.72  0.34  -1.85
H  0.33  -2.99  1.79
H  1.27  -5.39  0.90
H  3.98  -5.24  1.01
H  4.58  -2.70  1.71
H  3.96  -2.37  3.91
H  5.31  -0.97  5.80
H  4.51  1.64  5.54
H  2.77  1.67  3.44
Cl  -10.04  1.56  1.53
C  -8.36  1.88  1.46
C  -7.86  3.11  1.92
C  -6.51  3.45  1.73
C  -5.69  2.52  1.08
C  -6.16  1.27  0.69
C  -7.50  0.95  0.88
C  -4.34  2.77  0.64
O  -3.38  3.43  1.24
O  -3.99  2.24  -0.49
H  -8.55  3.79  2.41
H  -6.09  4.40  2.06
H  -5.48  0.56  0.23
H  -7.88  -0.02  0.56